Entry 1:
A molecular structure, C36H70N8O18S3 in a non-equilibrium geometry, computed with ωB97M-V with the def2-TZVPD basis set.

Calculated values
Total charge   0
Orbital gap   9.83 eV
Electronic energy   -4400.61366 a.u.

Geometry as XYZ:
```
135
Properties=species:S:1:pos:R:3:forces:R:3:mulliken_charge:R:1
N 11.04328 14.64491 9.06930 -0.77 -1.93 -0.44 -0.71
H 11.61505 14.56425 10.61190 -0.11 0.20 0.22 -0.04
H 10.04938 14.76429 8.87478 0.14 0.18 0.40 0.28
H 11.26139 13.76055 8.57068 0.06 0.68 0.48 0.12
H 11.52673 15.35460 8.59107 0.75 1.16 -0.90 0.22
N 14.40067 13.65749 12.66524 0.14 -1.22 -2.21 2.03
H 15.36572 13.73928 12.19917 -1.02 -0.24 1.26 0.46
H 13.87338 12.87062 12.19518 0.32 0.80 0.48 -0.43
H 13.91132 14.51724 12.44569 -0.56 0.40 0.12 -0.19
H 14.40681 13.44180 13.65364 0.30 -0.02 0.70 0.17
S 11.11660 13.04154 12.00862 -0.41 2.02 -1.80 0.54
O 11.17727 13.14514 13.41908 0.29 -0.21 2.75 -0.37
O 9.78647 13.10374 11.44604 -0.25 -0.21 -0.14 -0.80
O 11.83474 14.46024 11.59292 -0.34 -1.03 -0.29 0.90
O 11.93890 11.99889 11.45062 0.71 -0.77 -0.45 -0.77
C 8.69477 14.15279 14.88099 1.71 -0.05 2.90 0.60
C 7.28934 13.77106 15.27759 -0.15 1.26 0.70 -0.29
O 6.55266 15.04596 15.34845 -0.36 -1.55 -0.07 -0.36
S 7.29289 16.19570 14.65928 1.53 0.37 -0.95 1.20
O 7.55921 17.12327 15.68457 0.59 1.18 0.59 -0.63
O 6.71564 16.62361 13.44255 -0.53 0.08 -0.36 -0.61
O 8.69300 15.43657 14.20832 -1.88 -0.96 0.60 -0.03
H 9.12242 13.30944 14.34673 0.31 0.68 -0.59 -0.21
H 9.30169 14.28570 15.86053 -0.76 -0.19 -1.63 -0.33
H 7.23091 13.34622 16.28983 0.04 -0.14 -0.73 0.27
H 6.85223 13.20125 14.50161 -0.77 -0.81 -0.49 0.38
C 11.09515 16.55145 13.86269 2.64 -0.40 -2.41 0.74
C 10.44723 17.01579 12.52107 -1.29 -0.03 2.05 -0.80
O 11.42784 17.50940 11.63330 0.22 -0.02 -1.11 -0.21
S 12.79782 17.64336 12.31020 1.98 0.97 2.19 0.30
O 13.33962 18.97238 12.17432 -0.78 -1.16 -0.19 -0.61
O 13.65910 16.54555 12.02624 0.53 -0.29 -1.13 -0.30
O 12.34967 17.41401 13.79722 -1.22 -0.03 0.93 -0.44
H 11.44611 15.46566 13.87802 -0.66 1.46 -0.18 -0.90
H 10.51229 16.78946 14.71072 -0.19 0.58 0.83 0.78
H 9.81305 17.89464 12.73226 -0.21 -0.76 -0.19 0.52
H 9.97532 16.15605 12.10522 -0.67 -0.21 -0.64 0.33
C 17.99830 17.41768 11.22895 0.80 -1.96 0.10 -0.57
C 18.75935 16.42593 10.32749 -0.74 1.43 -0.12 -0.73
C 19.18535 15.14344 10.96941 -0.37 -1.61 -0.13 -0.53
C 18.02492 14.42583 11.53389 -1.61 0.50 0.08 0.36
N 16.96622 14.11002 11.88010 1.95 0.03 -0.54 -0.84
H 17.95782 18.32252 10.68809 -0.70 1.11 -0.40 0.33
H 18.57116 17.58613 12.11775 0.28 0.24 0.75 0.37
H 17.04731 16.96006 11.51624 -0.13 0.57 -0.16 -0.11
H 19.63626 16.89659 9.92400 0.70 0.29 0.04 0.41
H 18.13216 16.33073 9.45562 -0.27 -0.83 -0.38 0.35
H 19.85845 15.32524 11.80141 0.41 -0.07 -0.09 0.29
H 19.60906 14.45657 10.20766 0.21 0.40 0.62 0.28
C 15.54143 20.29477 8.63259 -1.00 0.22 1.23 -1.04
C 14.00628 20.28090 8.95876 0.34 -0.59 0.21 -0.41
C 13.50713 18.77722 9.00699 0.39 -0.80 -0.06 0.49
C 13.79729 17.96351 7.73748 -0.83 2.29 3.35 0.08
N 13.95344 17.14641 6.97072 0.43 -1.47 -1.89 -0.52
H 15.71627 19.72693 7.74775 0.23 0.00 -1.01 0.40
H 16.10995 19.76754 9.39878 -0.25 -0.12 0.34 0.12
H 15.98339 21.29108 8.62132 -0.24 0.03 -0.45 0.37
H 13.38964 20.77867 8.18330 0.60 -0.23 0.15 0.34
H 13.77882 20.86207 9.89685 0.24 -1.08 -0.68 0.24
H 12.42141 18.71594 9.16204 0.18 0.21 -0.20 0.29
H 13.91182 18.08492 9.82717 -0.05 1.46 -1.01 -0.35
C 19.18523 11.84059 16.20504 -1.34 -0.10 1.07 -0.96
C 18.56734 10.43797 16.08881 -0.51 0.76 -0.40 -0.11
C 17.81717 10.04563 17.39778 0.09 -0.16 -0.87 -0.55
C 16.79787 10.94992 17.89089 1.28 -0.93 -0.76 0.30
N 16.06785 11.64561 18.40444 -1.44 1.33 0.82 -0.47
H 19.83700 12.14771 15.42193 0.22 0.02 -0.98 0.39
H 19.77497 11.95612 17.10449 0.07 -0.01 0.47 0.35
H 18.31750 12.54636 16.28238 0.93 -0.31 -0.15 0.05
H 19.23732 9.61085 15.99718 1.06 -0.23 -0.26 0.34
H 18.01980 10.45928 15.12195 -0.47 -0.37 0.95 0.01
H 18.58794 10.05630 18.17930 -0.19 -0.39 -0.06 0.29
H 17.34967 9.04911 17.30282 0.40 0.34 0.14 0.32
C 11.91738 14.80866 17.26496 0.45 0.37 1.78 -1.00
C 12.00758 13.47028 17.98072 0.24 -0.71 -0.77 0.06
C 13.41363 12.84227 18.00767 -0.78 -0.32 -0.19 -0.90
C 13.97162 12.82541 16.64894 -0.12 0.15 0.86 0.60
N 14.29328 12.89532 15.55164 0.06 -0.12 -0.29 -1.43
H 12.47786 15.58119 17.82494 -0.14 -0.25 -0.17 0.47
H 10.88317 15.11640 17.29408 -0.30 0.23 -0.41 0.40
H 12.33612 14.78783 16.28561 -0.04 -0.13 -0.95 -0.05
H 11.33292 12.76902 17.53875 -0.48 -0.41 -0.58 -0.41
H 11.64787 13.52633 18.98136 -0.08 0.34 0.97 0.59
H 13.50882 11.84739 18.46633 -0.49 0.13 -0.46 0.48
H 13.95326 13.43484 18.69816 1.36 0.80 0.17 0.49
C 15.96922 18.16279 14.97380 -1.78 -0.72 -1.18 -1.39
C 15.69950 16.64262 14.74084 -0.67 -0.17 0.10 0.94
C 16.02071 15.66163 15.90010 0.96 2.36 0.20 1.03
C 17.47098 15.59190 16.11499 1.19 -1.07 -0.15 0.00
N 18.61511 15.43737 16.22631 -1.26 0.44 -0.10 -0.58
H 15.89998 18.67658 13.96660 0.20 -0.43 1.22 0.26
H 16.92574 18.30917 15.41926 0.77 0.30 0.29 0.51
H 15.16184 18.58433 15.61699 0.70 -0.21 -0.35 0.32
H 16.22605 16.27372 13.85502 0.06 0.16 0.03 -0.14
H 14.62833 16.45706 14.54028 0.39 0.42 -0.07 -0.41
H 15.56630 14.72532 15.72305 0.00 -1.13 -0.21 -0.81
H 15.63081 16.03784 16.84048 -0.41 0.14 0.18 0.37
C 10.20333 8.71890 10.06632 -1.78 -1.66 -0.12 -0.74
C 9.36278 9.45574 9.08477 -0.99 -0.14 -1.53 -0.72
C 9.95037 10.80567 8.65368 0.20 0.36 -0.39 0.53
C 11.18005 10.63958 7.77746 -2.19 0.60 1.40 0.22
N 12.01198 10.65422 6.99750 1.10 -0.21 -0.55 -0.57
H 10.01101 9.04413 11.05684 -0.02 0.63 0.99 0.06
H 11.20031 8.86252 9.83845 2.31 -0.18 -0.30 0.24
H 9.89756 7.65555 10.06101 0.58 0.32 -0.07 0.35
H 8.40298 9.60807 9.54953 -0.49 0.52 0.12 0.42
H 9.07562 8.85540 8.15789 0.81 0.60 1.03 0.34
H 10.21399 11.45253 9.55257 -0.38 -0.67 -1.14 -0.36
H 9.17758 11.28698 7.98764 0.93 -0.05 0.78 0.32
C 12.65307 9.33232 15.33832 -0.81 -1.00 0.13 -1.52
C 11.70796 10.46932 15.16876 -0.47 -0.80 0.07 2.53
C 10.59121 10.19514 14.24832 -2.29 0.94 -1.43 -0.32
O 9.49145 11.01588 14.78277 1.11 -0.65 0.97 -0.31
C 9.76562 11.10354 16.10622 -1.68 1.96 0.03 0.65
O 9.00690 11.67744 16.85710 0.67 -0.81 -0.13 -0.60
O 10.96629 10.63657 16.42783 0.51 0.18 -0.33 -0.45
H 13.13819 9.08959 14.39097 0.02 0.07 0.06 0.27
H 12.03136 8.43007 15.68349 1.26 1.21 -0.23 0.36
H 13.39874 9.67975 16.03710 0.38 -0.54 0.39 0.33
H 12.15694 11.39162 14.83785 0.32 0.51 0.45 -0.82
H 10.14558 9.21292 14.26448 0.56 -0.75 -0.09 0.35
H 10.70820 10.58080 13.23742 0.44 -0.40 -0.03 -0.39
C 14.52529 12.47193 9.37175 0.66 1.04 -0.76 -1.03
C 14.66776 11.04349 9.86601 -1.09 0.29 0.87 0.91
C 16.04836 10.50132 9.65687 0.68 -0.05 0.62 -0.68
O 16.62209 10.37648 11.00192 -0.91 0.37 -0.37 -0.39
C 15.60113 10.51098 11.91302 0.87 0.73 0.87 0.49
O 15.74747 10.44133 13.11681 -0.26 -0.19 -1.90 -0.51
O 14.45401 10.85365 11.30137 0.55 0.09 -0.01 -0.01
H 15.22440 13.24644 9.75428 0.33 -0.99 0.24 0.16
H 13.58590 13.01822 9.52067 -0.30 -0.97 -0.29 -0.09
H 14.81396 12.38492 8.28935 -0.75 0.34 0.72 0.52
H 13.91512 10.39329 9.42356 -0.04 0.28 -0.31 -0.05
H 16.61388 11.11630 8.95446 0.42 0.21 0.68 0.38
H 16.03221 9.52940 9.24145 -0.05 -1.17 -0.37 0.33
```
Forces are in eV/Å.

Entry 2:
2 unconnected molecules or ions with the total composition C4H10O2 in a non-equilibrium geometry, computed with ωB97M-V with the def2-TZVPD basis set.

Calculated values
Total charge   0
Energy above the lowest of the compared OMol25 structures with the same formula, charge and spin   2.835 eV
Orbital gap   10.83 eV
Electronic energy   -308.79396 a.u.
SMILES   O=CO.CCC

Geometry as XYZ:
```
16
Properties=species:S:1:pos:R:3:forces:R:3:mulliken_charge:R:1
O 0.05548 2.69647 -0.77126 -0.78 -0.35 0.30 -0.52
C -0.02432 1.61614 -1.29094 4.06 -0.24 -0.73 0.47
O -0.44874 1.42776 -2.55662 -0.66 -0.37 0.09 -0.42
H 0.85332 0.67196 -1.02512 -2.41 2.28 -0.70 0.09
H -0.88539 2.23861 -2.86895 0.12 -0.01 0.17 0.32
C 0.89745 -0.93201 1.76228 -0.14 -0.19 0.07 -1.28
C 0.27389 -1.10853 0.38930 2.40 1.27 -1.31 0.14
C -1.07288 -0.57979 0.20884 -0.29 2.88 -1.73 -0.73
H 1.94201 -1.24407 1.76975 -0.03 0.02 -0.01 0.35
H 0.36589 -1.52551 2.50878 -0.01 -0.01 0.04 0.35
H 0.84976 0.11029 2.07181 0.00 0.09 0.04 0.32
H 0.39914 -2.11663 -0.00633 0.16 0.10 -0.03 0.36
H 0.95023 -0.32999 -0.36919 -0.91 -2.75 1.76 -0.15
H -1.67104 -0.42695 1.10149 0.02 0.15 0.04 0.37
H -0.83614 0.54597 -0.33852 -1.42 -2.54 1.91 0.03
H -1.64866 -1.04371 -0.58531 -0.11 -0.33 0.11 0.31
```
Forces are in eV/Å.

Entry 3:
A molecular structure, C5H8N2O in a non-equilibrium geometry, computed with ωB97M-V with the def2-TZVPD basis set.

Calculated values
Total charge   0
Energy above the lowest of the compared OMol25 structures with the same formula, charge and spin   7.632 eV
Orbital gap   7.16 eV
Electronic energy   -379.80769 a.u.

Geometry as XYZ:
```
16
Properties=species:S:1:pos:R:3:forces:R:3:mulliken_charge:R:1
C -1.42791 1.03989 -0.70360 1.40 3.07 -4.87 -0.67
C -0.04541 0.38789 -0.41469 -1.20 1.64 -1.36 0.72
C 0.97665 1.11753 0.18099 4.02 3.03 0.22 -0.77
C 1.96218 0.26606 0.67049 1.83 -1.04 1.08 -0.31
C 0.33489 -0.89952 -0.29469 -1.95 -3.14 1.81 -0.14
H -1.84739 1.86980 1.32604 -0.58 -2.65 -3.66 0.33
H -1.91410 0.09338 0.99613 -1.14 3.33 -1.38 0.31
H -1.27866 2.23839 -1.12482 0.02 -3.32 1.28 0.27
H -2.09175 0.68284 -1.83175 1.80 0.22 3.71 0.24
H 1.32323 2.17098 -0.00362 -1.25 -0.88 0.41 0.25
H 3.05103 0.08851 1.13885 -2.56 2.03 -1.11 0.27
H 1.99133 -1.82527 0.78827 -1.22 1.14 -0.91 0.27
H -0.76821 -1.40782 -1.74472 0.04 -2.57 4.72 0.44
N -2.14393 1.09842 0.48598 -0.46 -1.64 5.83 -0.64
N 1.49092 -0.97238 0.43988 0.04 -2.88 -0.15 -0.01
O -0.58711 -2.03303 -0.33205 1.20 3.66 -5.62 -0.58
```
Forces are in eV/Å.

Entry 4:
A single C8H16O2 molecule in a non-equilibrium geometry, computed with ωB97M-V with the def2-TZVPD basis set.

Calculated values
Total charge   0
Energy above the lowest of the compared OMol25 structures with the same formula, charge and spin   2.124 eV
Orbital gap   9.45 eV
Electronic energy   -464.85166 a.u.
SMILES   CC(=O)[C@H](O)CC(C)(C)C

Geometry as XYZ:
```
26
Properties=species:S:1:pos:R:3:forces:R:3:mulliken_charge:R:1
C 1.25870 2.66414 -2.53301 -0.06 -0.27 -0.02 -1.16
C 1.23710 1.89299 -1.23046 0.80 -1.67 0.64 0.44
O 1.93601 2.24228 -0.29023 -1.53 -0.80 -1.11 -0.55
C 0.36689 0.33662 -1.09694 1.86 3.67 -0.99 0.27
O -0.32036 0.02639 -2.27536 0.06 -0.39 -0.71 -0.58
C -0.56318 0.53866 0.01885 -0.63 -3.27 3.02 -0.99
C -0.50113 -0.88977 1.07708 -0.57 2.09 -0.51 1.86
C -0.21707 -2.22228 0.38424 0.12 0.17 -0.32 -1.74
C -1.87790 -0.96618 1.74178 -0.06 -0.01 0.03 -1.82
C 0.57316 -0.61137 2.12576 0.02 0.06 0.12 -1.72
H 1.17951 1.98395 -3.38416 -0.25 0.11 0.09 0.31
H 0.43037 3.37710 -2.54045 -0.08 -0.15 -0.13 0.26
H 2.19022 3.23311 -2.61969 -0.17 -0.13 0.24 0.36
H 1.20724 -0.34394 -0.96155 -0.05 0.01 0.42 0.30
H -0.34918 -0.93833 -2.37010 0.03 0.39 -0.01 0.35
H -1.59792 0.61927 -0.32374 0.22 -0.10 -0.23 0.36
H -0.37029 1.40391 0.65326 0.31 -0.22 0.06 0.50
H 0.79477 -2.27466 -0.02908 -0.08 0.11 -0.11 0.38
H -0.94329 -2.42834 -0.40862 0.05 -0.01 0.01 0.31
H -0.26744 -3.06044 1.09377 -0.15 0.32 0.02 0.45
H -2.65861 -1.14288 0.99386 0.06 0.04 0.08 0.43
H -2.11956 -0.04243 2.27705 0.04 -0.03 -0.11 0.38
H -1.93562 -1.78394 2.47338 0.11 0.09 -0.12 0.42
H 0.60060 -1.39646 2.89425 -0.01 -0.02 -0.23 0.44
H 0.37884 0.32687 2.65551 0.02 -0.05 -0.15 0.40
H 1.56813 -0.54430 1.67460 -0.07 0.03 0.03 0.34
```
Forces are in eV/Å.

Entry 5:
A gas-phase ion, C4H11N3 (charge -1) in a non-equilibrium geometry, computed with ωB97M-V with the def2-TZVPD basis set.

Calculated values
Total charge   -1
Energy above the lowest of the compared OMol25 structures with the same formula, charge and spin   1.391 eV
Orbital gap (alpha / beta)   2.86 / 6.85 eV
Electronic energy   -323.17652 a.u.
Spin multiplicity   2

Geometry as XYZ:
```
18
Properties=species:S:1:pos:R:3:forces:R:3:mulliken_charge:R:1
C 0.42418 -0.80597 -1.64308 0.13 -1.41 0.66 -0.57
C 1.18642 -0.19001 -0.46442 0.38 0.21 -0.13 -0.72
C 0.29916 0.07581 0.74353 -0.87 -0.42 -0.73 -0.93
N -1.15234 2.15666 2.64212 0.38 -0.27 0.33 -0.64
C -1.53998 1.54812 1.52492 -0.06 -0.17 -1.08 -0.94
N -0.55395 1.22350 0.53037 0.34 1.01 1.07 0.13
N 0.39367 -2.32332 -1.66890 0.32 1.25 -1.24 -0.66
H -0.62514 -0.54293 -1.52908 0.04 0.56 -0.58 0.26
H 0.91264 -0.50805 -2.56902 -0.58 0.29 -0.22 0.35
H 1.63772 0.74547 -0.81363 -0.16 0.17 0.20 0.42
H 2.05078 -0.80123 -0.18288 -0.11 -0.26 -0.08 0.45
H -0.37821 -0.78792 0.88406 0.23 -0.36 0.07 0.44
H 0.85736 0.14451 1.66682 0.16 0.46 0.16 0.12
H -1.91779 2.22332 3.30220 -0.25 0.14 -0.21 0.28
H -2.48672 1.69481 0.98459 -0.14 0.17 0.61 0.23
H -0.92776 1.37003 -0.39123 0.12 -0.58 -0.24 0.30
H 0.64485 -2.61824 -0.76279 0.11 -0.60 1.37 0.25
H 1.17511 -2.60455 -2.25357 -0.04 -0.17 0.04 0.24
```
Forces are in eV/Å.

Entry 6:
A single C6H8S molecule in a non-equilibrium geometry, computed with ωB97M-V with the def2-TZVPD basis set.

Calculated values
Total charge   0
Energy above the lowest of the compared OMol25 structures with the same formula, charge and spin   3.965 eV
Orbital gap (alpha / beta)   6.98 / 7.22 eV
Electronic energy   -631.44544 a.u.

Geometry as XYZ:
```
15
Properties=species:S:1:pos:R:3:forces:R:3:mulliken_charge:R:1
C -2.15939 0.50282 0.24955 -0.67 0.50 1.37 -0.84
C 1.48354 -1.04827 1.86962 0.83 -1.13 0.75 -0.79
C -0.97667 0.81810 -0.29246 -2.08 0.68 -1.87 -0.29
C 0.49040 -0.29365 1.42122 -1.93 -0.25 -1.23 -0.32
C 0.96084 -0.13484 -2.66390 1.07 2.44 1.33 -0.65
C 0.22090 0.17751 0.03017 1.88 -0.94 1.31 0.71
S 1.51120 -0.02474 -1.00635 0.12 -0.15 -1.61 -0.06
H -2.96446 1.25500 0.23058 0.10 -0.83 -0.49 0.26
H -2.28063 -0.34750 0.93103 0.03 0.43 -0.16 0.34
H 1.40254 -1.27178 2.94436 0.39 -0.14 -0.58 0.23
H 2.29389 -1.57125 1.30147 -0.78 1.00 0.44 0.24
H -1.11880 1.53314 -1.15635 1.08 -0.44 1.04 0.38
H -0.39179 -0.21889 2.08871 0.86 0.74 -0.23 0.23
H 1.65252 0.58968 -3.24959 -1.30 -1.67 0.45 0.23
H -0.12409 0.03465 -2.69806 0.38 -0.22 -0.51 0.31
```
Forces are in eV/Å.